Record 1
{"formula": "C30H26AsBr3CeCl5N4S", "method": "wB97M-V/def2-TZVPD", "elements": ["Ce", "Br", "Br", "Br", "As", "Cl", "Cl", "Cl", "Cl", "Cl", "S", "N", "N", "N", "N", "C", "C", "C", "C", "C", "C", "C", "C", "C", "C", "C", "C", "C", "C", "C", "C", "C", "C", "C", "C", "C", "C", "C", "C", "C", "C", "C", "C", "C", "C", "H", "H", "H", "H", "H", "H", "H", "H", "H", "H", "H", "H", "H", "H", "H", "H", "H", "H", "H", "H", "H", "H", "H", "H", "H", "H"], "coordinates": [[-12.471, -5.207, 15.398], [-11.670, -3.833, 22.324], [-16.384, -1.165, 13.050], [-8.521, -1.212, 16.436], [-15.306, -6.463, 19.619], [-12.159, -8.430, 17.328], [-10.350, -11.168, 13.010], [-10.820, -5.812, 12.687], [-11.549, -11.185, 15.898], [-10.657, -8.625, 11.189], [-14.951, -5.712, 16.179], [-12.954, -2.881, 14.602], [-12.834, -3.613, 18.269], [-14.507, -5.689, 14.512], [-10.147, -4.987, 16.893], [-14.613, -1.646, 13.435], [-11.103, -7.347, 13.557], [-8.231, -5.284, 15.518], [-9.824, -3.690, 17.046], [-16.734, -6.072, 13.586], [-12.529, -3.344, 20.692], [-17.255, -6.583, 20.192], [-8.770, -3.046, 16.291], [-13.618, -2.506, 20.743], [-11.511, -7.332, 14.881], [-16.902, -6.273, 11.158], [-7.963, -3.875, 15.519], [-12.160, -3.924, 19.440], [-11.628, -8.493, 15.656], [-10.889, -9.701, 13.682], [-15.502, -6.220, 11.030], [-15.329, -5.871, 13.439], [-12.005, -2.452, 13.707], [-15.072, -8.388, 19.228], [-14.333, -2.240, 19.553], [-9.264, -5.802, 16.243], [-13.862, -2.766, 18.392], [-14.780, -6.509, 21.575], [-13.639, -1.221, 12.472], [-12.309, -1.629, 12.612], [-17.472, -6.204, 12.419], [-11.311, -9.716, 15.050], [-10.907, -8.576, 12.853], [-14.231, -2.395, 14.530], [-14.749, -5.943, 12.154], [-14.923, -2.757, 15.295], [-13.669, -5.776, 12.069], [-13.692, -6.678, 21.651], [-13.938, -0.562, 11.634], [-17.523, -5.686, 20.791], [-11.400, -4.678, 19.389], [-15.345, -7.237, 22.166], [-15.226, -1.630, 19.595], [-10.448, -3.124, 17.694], [-17.155, -6.106, 14.576], [-13.803, -1.934, 21.676], [-17.538, -6.437, 10.294], [-14.998, -6.329, 10.073], [-14.293, -2.439, 17.426], [-17.803, -6.581, 19.266], [-14.191, -8.734, 19.829], [-14.971, -8.549, 18.162], [-9.443, -6.838, 16.343], [-14.998, -5.496, 22.019], [-7.568, -5.966, 14.997], [-15.964, -8.915, 19.499], [-11.567, -1.328, 11.881], [-7.153, -3.422, 14.919], [-17.464, -7.487, 20.752], [-18.580, -6.195, 12.475], [-10.998, -2.793, 13.926]], "spin_multiplicity": 2, "s2": 0.75, "energy_ev": -394832.885, "e_above_lowest_ev": 0.000}


Record 2
{"formula": "C2H5OP", "method": "wB97M-V/def2-TZVPD", "elements": ["P", "O", "C", "C", "H", "H", "H", "H", "H"], "coordinates": [[1.528, 0.273, 0.737], [-0.796, 1.251, -0.803], [0.113, 0.268, -0.566], [-0.061, -0.588, 0.651], [0.585, -0.159, -1.405], [-0.800, -0.794, 1.463], [-0.372, 1.904, -1.505], [0.510, -2.074, 0.227], [1.294, 1.370, 1.660]], "spin_multiplicity": 1, "energy_ev": -13486.951, "e_above_lowest_ev": 3.924}


Record 3
{"formula": "C10H15NO", "method": "wB97M-V/def2-TZVPD", "elements": ["O", "N", "C", "C", "C", "C", "C", "C", "C", "C", "C", "C", "H", "H", "H", "H", "H", "H", "H", "H", "H", "H", "H", "H", "H", "H", "H"], "coordinates": [[3.232, 2.128, 0.715], [2.504, 2.628, -1.347], [-2.132, -1.324, 0.627], [0.997, 3.037, 0.499], [2.322, 2.501, 0.010], [-0.610, 0.096, -0.800], [-0.872, -0.878, 0.306], [-0.733, -0.602, -2.163], [0.061, -2.622, 1.688], [-2.339, -2.451, 1.432], [-1.227, -3.085, 1.947], [0.223, -1.470, 0.938], [-0.166, -1.527, -2.116], [-1.748, -0.751, -2.528], [1.148, 4.010, 0.970], [-0.229, -0.002, -2.925], [1.722, 2.640, -1.980], [-3.329, -2.874, 1.479], [1.214, -1.070, 0.742], [3.377, 2.325, -1.743], [-1.289, 0.954, -0.758], [0.892, -3.129, 2.155], [0.394, 3.317, -0.364], [0.484, 2.314, 1.116], [-2.981, -0.805, 0.205], [-1.305, -3.900, 2.664], [0.391, 0.541, -0.769]], "spin_multiplicity": 1, "energy_ev": -14151.246, "smiles": "CCc1ccccc1.CC(N)=O", "e_above_lowest_ev": 0.333}


Record 4
{"formula": "C16H20N4O3S3", "method": "wB97M-V/def2-TZVPD", "elements": ["S", "S", "S", "O", "O", "O", "N", "N", "N", "N", "C", "C", "C", "C", "C", "C", "C", "C", "C", "C", "C", "C", "C", "C", "C", "C", "H", "H", "H", "H", "H", "H", "H", "H", "H", "H", "H", "H", "H", "H", "H", "H", "H", "H", "H", "H"], "coordinates": [[-0.848, -2.580, 0.832], [-5.313, 2.045, 0.240], [1.891, -1.284, 0.667], [-6.506, 2.753, 0.606], [-4.122, 2.829, 0.032], [-4.410, -3.076, 0.112], [3.359, 0.167, -1.215], [-3.652, -0.960, 0.181], [1.245, -0.572, -1.717], [0.195, -1.237, -1.258], [-4.980, -0.564, 0.641], [2.229, -0.483, -0.877], [-5.946, -0.356, -0.547], [4.551, 0.402, -0.537], [-3.490, -2.289, -0.024], [6.752, 1.382, -0.624], [0.336, -1.681, -0.060], [7.019, 0.965, 0.677], [8.340, 1.269, 1.313], [5.542, 1.108, -1.224], [-4.998, 0.708, 1.460], [-2.127, -2.790, -0.458], [-5.631, 0.968, -1.203], [-2.594, 0.012, 0.014], [4.810, -0.016, 0.763], [6.030, 0.266, 1.353], [5.352, 1.439, -2.235], [8.372, 0.904, 2.336], [9.147, 0.800, 0.752], [7.505, 1.928, -1.173], [-4.732, 0.946, -1.810], [-1.752, -2.287, -1.348], [-6.965, -0.336, -0.159], [3.317, 0.543, -2.155], [-5.857, -1.196, -1.235], [-6.461, 1.386, -1.761], [-5.839, 0.724, 2.145], [-2.217, -3.862, -0.638], [8.520, 2.343, 1.320], [-2.004, -0.210, -0.876], [-3.002, 1.013, -0.095], [-5.349, -1.416, 1.226], [-1.920, 0.010, 0.876], [4.072, -0.560, 1.327], [6.209, -0.069, 2.364], [-4.076, 0.914, 1.991]], "spin_multiplicity": 1, "energy_ev": -61524.609, "smiles": "Cc1ccc(Nc2nnc(SCC(=O)N(C)[C@@H]3CCS(=O)(=O)C3)s2)cc1", "e_above_lowest_ev": 0.652}


Record 5
{"formula": "C34H84Cl12N8O8", "method": "wB97M-V/def2-TZVPD", "elements": ["Cl", "Cl", "Cl", "Cl", "Cl", "Cl", "Cl", "Cl", "Cl", "Cl", "Cl", "Cl", "O", "O", "O", "O", "O", "O", "O", "O", "N", "N", "N", "N", "N", "N", "N", "N", "C", "C", "C", "C", "C", "C", "C", "C", "C", "C", "C", "C", "C", "C", "C", "C", "C", "C", "C", "C", "C", "C", "C", "C", "C", "C", "C", "C", "C", "C", "C", "C", "C", "C", "H", "H", "H", "H", "H", "H", "H", "H", "H", "H", "H", "H", "H", "H", "H", "H", "H", "H", "H", "H", "H", "H", "H", "H", "H", "H", "H", "H", "H", "H", "H", "H", "H", "H", "H", "H", "H", "H", "H", "H", "H", "H", "H", "H", "H", "H", "H", "H", "H", "H", "H", "H", "H", "H", "H", "H", "H", "H", "H", "H", "H", "H", "H", "H", "H", "H", "H", "H", "H", "H", "H", "H", "H", "H", "H", "H", "H", "H", "H", "H", "H", "H", "H", "H"], "coordinates": [[-9.859, -11.901, -10.585], [-14.041, -10.140, -20.183], [-15.257, -14.303, -10.688], [-12.056, -8.528, -18.689], [-8.280, -9.409, -10.876], [-9.098, -10.942, -13.316], [-7.308, -10.778, -17.154], [-14.891, -11.622, -9.539], [-12.441, -8.099, -21.622], [-12.894, -13.673, -9.129], [-8.087, -8.408, -18.462], [-9.819, -9.594, -16.568], [-18.265, -4.017, -12.172], [-15.939, -13.901, -17.592], [-8.924, -16.099, -14.142], [-18.702, -8.995, -9.147], [-12.935, -15.741, -13.210], [-11.656, -16.722, -17.826], [-14.531, -9.043, -14.831], [-11.944, -7.110, -11.946], [-12.403, -10.464, -13.516], [-17.960, -3.509, -14.395], [-17.143, -11.992, -17.361], [-11.008, -13.861, -20.095], [-16.487, -7.454, -11.569], [-14.115, -8.623, -10.680], [-6.724, -13.757, -12.272], [-14.725, -16.253, -16.413], [-13.820, -8.214, -15.712], [-17.752, -9.569, -11.996], [-17.209, -11.653, -18.839], [-14.095, -13.025, -10.277], [-12.026, -8.707, -9.564], [-13.010, -10.982, -14.730], [-17.548, -8.333, -11.124], [-16.449, -13.052, -16.895], [-15.714, -15.846, -14.238], [-11.636, -16.036, -19.062], [-12.143, -18.038, -17.899], [-7.404, -15.035, -12.537], [-12.183, -13.786, -17.967], [-13.188, -7.746, -9.942], [-9.664, -16.012, -15.361], [-17.785, -11.089, -16.395], [-12.477, -9.236, -20.286], [-18.899, -2.416, -14.457], [-12.293, -16.476, -12.220], [-17.799, -4.252, -13.272], [-12.661, -6.583, -10.854], [-8.699, -11.032, -11.546], [-17.222, -3.823, -15.606], [-18.602, -9.431, -7.813], [-12.868, -12.520, -14.695], [-11.177, -14.594, -18.842], [-14.434, -10.447, -14.996], [-8.090, -15.432, -11.194], [-17.405, -8.581, -9.602], [-14.436, -15.753, -15.087], [-13.262, -16.441, -14.395], [-8.469, -14.823, -13.631], [-11.401, -6.086, -12.768], [-8.127, -9.323, -16.933], [-17.598, -10.064, -16.716], [-10.225, -16.922, -15.557], [-17.607, -9.393, -13.061], [-17.009, -5.006, -13.420], [-19.540, -2.353, -13.578], [-12.074, -5.938, -10.196], [-11.807, -12.770, -14.748], [-16.758, -4.808, -15.591], [-12.412, -9.453, -13.604], [-13.413, -13.016, -13.893], [-16.121, -16.857, -14.227], [-18.857, -11.284, -16.338], [-18.700, -10.062, -11.774], [-11.856, -12.746, -17.986], [-7.605, -15.118, -10.267], [-12.919, -17.328, -11.937], [-10.762, -12.916, -19.829], [-10.163, -14.246, -20.504], [-10.224, -14.554, -18.305], [-7.764, -11.583, -11.517], [-18.617, -8.635, -7.064], [-15.093, -10.858, -14.229], [-12.362, -15.837, -11.336], [-16.810, -12.481, -19.422], [-15.602, -15.392, -13.251], [-13.157, -13.974, -18.423], [-6.341, -13.800, -11.338], [-12.751, -8.392, -15.574], [-11.569, -18.682, -18.571], [-12.053, -5.320, -13.190], [-16.447, -3.088, -15.835], [-11.397, -8.353, -8.745], [-6.645, -15.762, -12.828], [-17.689, -10.003, -7.627], [-9.024, -14.869, -11.151], [-11.075, -16.619, -19.797], [-11.519, -9.068, -10.458], [-10.374, -15.181, -15.321], [-17.911, -3.755, -16.450], [-13.504, -17.494, -14.213], [-16.611, -10.804, -19.165], [-18.461, -7.743, -11.258], [-13.477, -5.993, -11.278], [-16.606, -9.321, -9.516], [-18.257, -11.502, -19.094], [-13.183, -18.136, -18.219], [-13.489, -12.786, -11.148], [-17.037, -10.360, -11.744], [-16.494, -13.120, -15.796], [-14.207, -9.481, -10.145], [-14.022, -7.147, -15.630], [-12.088, -18.446, -16.890], [-17.437, -11.132, -15.363], [-15.129, -15.463, -16.909], [-11.701, -9.990, -20.376], [-5.961, -13.516, -12.889], [-8.101, -14.203, -14.452], [-13.213, -12.984, -15.622], [-19.440, -10.092, -7.588], [-16.492, -15.274, -14.750], [-17.132, -7.634, -9.134], [-12.353, -10.569, -15.506], [-12.379, -9.661, -9.160], [-12.650, -15.918, -19.461], [-12.389, -16.508, -15.053], [-8.229, -16.505, -11.071], [-13.623, -7.374, -9.015], [-12.344, -14.070, -16.928], [-9.361, -14.359, -13.203], [-13.629, -9.005, -11.485], [-16.365, -7.389, -12.568], [-9.018, -15.770, -16.209], [-19.634, -2.456, -15.264], [-11.406, -10.629, -13.576], [-15.597, -7.771, -11.165], [-14.755, -10.866, -15.953], [-14.161, -14.696, -15.165], [-13.814, -16.369, -16.848], [-11.260, -16.748, -12.444], [-14.039, -8.440, -16.760], [-7.667, -8.667, -16.198], [-18.410, -1.445, -14.554], [-10.889, -6.594, -13.588], [-10.531, -5.605, -12.310]], "spin_multiplicity": 1, "energy_ev": -215185.181, "smiles": "COC[C@H](C)N.COC[C@H](C)N.COC[C@H](C)N.COC[C@H](C)N.COC[C@H](C)N.COC[C@H](C)N.ClC(Cl)Cl.ClC(Cl)Cl.ClC(Cl)Cl.ClC(Cl)Cl.CN(C)C=O.CN(C)C=O"}


Record 6
{"formula": "C4H10OS", "method": "wB97M-V/def2-TZVPD", "elements": ["S", "O", "C", "C", "C", "C", "H", "H", "H", "H", "H", "H", "H", "H", "H", "H"], "coordinates": [[-0.410, -0.234, -0.475], [-1.449, 0.821, 0.135], [2.950, 0.765, -0.593], [2.743, -0.035, 0.411], [-0.709, -1.716, 0.662], [-2.712, 1.040, -0.444], [2.670, -1.038, 0.468], [-3.593, 0.348, -0.154], [-0.516, -2.492, 0.040], [-1.775, -1.657, 0.805], [3.112, 0.399, -1.632], [-2.708, 1.083, -1.477], [-2.997, 2.029, -0.046], [2.474, 0.378, 1.314], [2.967, 1.821, -0.501], [-0.049, -1.511, 1.486]], "spin_multiplicity": 1, "energy_ev": -17189.759, "smiles": "COSC.C=C", "e_above_lowest_ev": 3.066}


Computed F_max (Eh/bohr) in order:
0.05224 0.10313 0.02111 0.03277 0.04719 0.08007